{
  "formula": "C29H38N3PSb2Y",
  "method": "ωB97M-V/def2-TZVPD",
  "relative_energy_kcal_mol": 31.21,
  "energy_ha": -2151.37646,
  "orbital_gap_ev": 4.79,
  "charge": 3,
  "e_homo_ev": -14.4,
  "elements": ["Y", "N", "P", "C", "C", "C", "C", "C", "C", "C", "C", "C", "C", "C", "C", "C", "C", "C", "C", "C", "N", "H", "H", "H", "H", "H", "H", "H", "H", "H", "H", "H", "H", "H", "H", "H", "C", "Sb", "C", "C", "C", "C", "C", "C", "C", "C", "C", "Sb", "C", "C", "H", "H", "H", "H", "H", "H", "H", "H", "H", "H", "H", "H", "H", "H", "H", "H", "H", "H", "H", "H", "N", "H", "H", "H"],
  "positions_angstrom": [[-0.209489, -1.791820, -0.000460], [2.865344, -3.484261, -0.501549], [2.528934, -1.831838, -0.541324], [3.924643, -1.052023, -1.309936], [5.170728, -1.058815, -0.669580], [6.267282, -0.513393, -1.312289], [6.122821, 0.036351, -2.581340], [4.887652, 0.041394, -3.217438], [3.783874, -0.504346, -2.586399], [2.387082, -1.337226, 1.217815], [2.851540, -0.117880, 1.707019], [2.624960, 0.229757, 3.033915], [1.884462, -0.589603, 3.871581], [1.379079, -1.790917, 3.393950], [1.629452, -2.171996, 2.075946], [1.890947, -4.442877, -0.539372], [2.224827, -5.787970, -0.721800], [1.225146, -6.725507, -0.757300], [-0.105938, -6.326308, -0.609145], [-0.356216, -4.998572, -0.419377], [0.617470, -4.035782, -0.369542], [3.823129, -3.808311, -0.558443], [5.282928, -1.481478, 0.322938], [7.233862, -0.515829, -0.827659], [6.982628, 0.462410, -3.079775], [4.789069, 0.466061, -4.206617], [2.822441, -0.512395, -3.085241], [3.431047, 0.535689, 1.066008], [3.041582, 1.150687, 3.420353], [1.724626, -0.306232, 4.902616], [0.843956, -2.458350, 4.056971], [1.407079, -3.199330, 1.782042], [3.260887, -6.073564, -0.839924], [1.468730, -7.769572, -0.901882], [-0.915564, -7.039934, -0.636114], [-1.373780, -4.651876, -0.289000], [1.150491, 1.723877, -1.399053], [-0.609194, 1.550091, -0.146600], [-0.061242, 1.903837, 1.907888], [-1.160240, 3.644625, -0.488876], [-2.299911, 4.207924, 0.307564], [-1.990475, 4.879506, 1.493488], [-2.971847, 5.427618, 2.302192], [-4.302999, 5.317284, 1.931715], [-4.633191, 4.675298, 0.748566], [-3.656127, 4.127407, -0.077125], [-4.088496, 3.468635, -1.363450], [-3.621764, 1.428610, -1.047919], [-5.070643, 0.727850, 0.365006], [-4.052586, 0.237785, -2.777413], [1.596391, 2.716950, -1.377286], [0.838861, 1.493455, -2.418181], [1.885292, 0.986306, -1.084751], [1.000948, 2.132006, 1.937070], [-0.264878, 1.029950, 2.522511], [-0.625891, 2.756776, 2.280465], [-1.295276, 3.742700, -1.567511], [-0.231219, 4.153178, -0.223913], [-0.949767, 5.007376, 1.767837], [-2.697507, 5.953776, 3.205526], [-5.080162, 5.750128, 2.545637], [-5.670588, 4.625234, 0.440875], [-3.515774, 3.818727, -2.222745], [-5.147782, 3.604588, -1.570153], [-5.976734, 0.388826, -0.133753], [-5.303722, 1.557599, 1.031819], [-4.670563, -0.079636, 0.981428], [-5.129635, 0.174100, -2.924708], [-3.652583, -0.772022, -2.666890], [-3.590859, 0.690885, -3.653373], [-2.586759, -2.353635, 0.231506], [-2.815707, -3.014040, 0.979945], [-3.061268, -2.726617, -0.596006], [-3.103804, -1.501265, 0.469013]],
  "forces_ev_per_angstrom": [[0.40, 0.29, 0.43], [0.28, -0.11, 0.04], [-0.13, 0.29, -0.15], [0.10, 0.03, 0.17], [-0.03, 0.03, 0.02], [0.00, -0.02, 0.02], [-0.03, 0.01, -0.03], [0.06, 0.01, -0.02], [-0.06, -0.05, 0.00], [-0.05, -0.09, -0.07], [0.02, -0.01, -0.09], [0.08, 0.08, -0.03], [-0.05, -0.07, 0.05], [-0.04, 0.02, 0.01], [-0.02, -0.03, -0.14], [-0.11, -0.10, 0.02], [-0.03, -0.06, -0.02], [0.16, -0.08, -0.02], [-0.20, 0.17, 0.05], [0.15, 0.02, -0.02], [-0.40, -0.09, -0.21], [-0.01, 0.05, 0.00], [0.01, 0.01, 0.00], [0.00, 0.00, 0.00], [0.02, 0.01, -0.01], [0.00, 0.00, -0.01], [0.00, 0.02, 0.00], [0.00, 0.01, 0.01], [0.01, 0.02, -0.01], [-0.01, 0.00, 0.02], [0.00, -0.01, 0.01], [-0.01, 0.07, 0.04], [0.02, 0.02, -0.01], [0.00, -0.01, -0.01], [-0.02, 0.00, 0.00], [-0.06, -0.01, -0.01], [-0.02, 0.20, 0.29], [0.86, -0.33, 0.07], [0.11, 0.02, -0.16], [-0.39, 0.03, -0.24], [-0.05, -0.13, 0.13], [-0.02, -0.03, -0.02], [-0.03, 0.00, -0.01], [0.04, 0.00, 0.01], [0.03, 0.02, 0.00], [0.10, 0.02, -0.09], [-0.04, 0.10, -0.02], [-0.19, -0.73, 0.14], [-0.16, 0.17, -0.17], [-0.22, 0.17, -0.04], [0.02, 0.01, 0.00], [0.00, 0.01, -0.01], [0.13, -0.02, 0.00], [0.04, 0.07, 0.05], [0.01, 0.01, 0.05], [-0.06, -0.04, 0.00], [0.00, -0.04, -0.01], [0.03, -0.06, -0.01], [0.02, 0.00, 0.01], [0.01, 0.01, 0.02], [-0.01, 0.01, 0.01], [-0.01, -0.01, 0.00], [-0.03, -0.03, -0.04], [0.02, 0.07, 0.03], [-0.02, 0.01, 0.05], [-0.03, -0.01, 0.01], [-0.01, 0.03, -0.04], [0.03, -0.02, -0.07], [-0.01, 0.04, 0.06], [-0.04, 0.00, 0.00], [-0.17, -0.06, 0.03], [0.00, 0.05, -0.06], [0.03, 0.07, 0.07], [-0.02, -0.02, -0.06]],
  "lowdin_charge": [1.483, -0.085, 0.955, -0.393, -0.083, -0.036, -0.018, -0.037, -0.098, -0.402, -0.069, -0.036, -0.026, -0.041, -0.201, -0.370, 0.034, 0.012, -0.021, -0.130, -0.076, 0.139, 0.117, 0.126, 0.128, 0.125, 0.104, 0.123, 0.136, 0.134, 0.128, 0.092, 0.137, 0.140, 0.131, 0.087, -0.326, 1.112, -0.289, -0.315, -0.295, -0.057, -0.049, -0.043, -0.035, -0.316, -0.291, 1.319, -0.284, -0.306, 0.026, 0.011, -0.056, 0.008, -0.011, 0.002, 0.068, 0.076, 0.116, 0.118, 0.120, 0.124, 0.074, 0.078, 0.023, 0.015, -0.019, 0.020, -0.019, 0.013, -0.013, 0.085, 0.082, 0.025]
}

{
  "formula": "C6H7NO3",
  "method": "ωB97M-V/def2-TZVPD",
  "relative_energy_kcal_mol": 116.45,
  "energy_ha": -513.12755,
  "smiles": "CC(=C=O)/C=C(/C)ON=O",
  "orbital_gap_ev": 7.65,
  "e_homo_ev": -8.0,
  "elements": ["C", "C", "C", "O", "C", "C", "C", "O", "N", "O", "H", "H", "H", "H", "H", "H", "H"],
  "positions_angstrom": [[0.829276, 2.439398, -0.458504], [-0.125442, 1.319197, -0.038596], [-1.286689, 1.787691, 0.284651], [-2.282000, 2.366548, 0.486858], [0.522415, 0.005283, 0.065791], [0.063159, -1.262827, 0.181280], [0.939078, -2.541903, -0.010772], [-1.174912, -1.709195, 0.531472], [-2.285359, -0.831222, 0.328114], [-3.320922, -1.254383, 0.712356], [0.492106, 3.211845, -1.284512], [0.993434, 3.074082, 0.447964], [1.772224, 1.959586, -0.774356], [1.573303, 0.071696, -0.424551], [1.151483, -3.015779, 0.916877], [0.286305, -3.319626, -0.510459], [1.852537, -2.300398, -0.453612]],
  "forces_ev_per_angstrom": [[-0.02, 2.14, -0.29], [1.64, -0.31, -0.40], [-2.10, 0.59, 0.27], [0.67, -0.56, -0.04], [0.70, -0.90, -2.01], [1.75, -0.33, -0.22], [-3.12, 0.42, 0.19], [-1.85, -0.44, 0.75], [-1.13, 0.53, 0.26], [2.46, -0.05, -0.52], [0.35, -1.91, 1.42], [0.41, -0.38, -0.80], [-0.42, 0.57, 0.12], [-1.82, -0.43, 1.35], [0.19, -0.11, 1.16], [1.05, 1.02, -0.11], [1.25, 0.15, -1.14]],
  "nbo_charge": [-0.580, -0.393, 0.745, -0.451, -0.267, 0.294, -0.632, -0.392, 0.367, -0.237, 0.224, 0.215, 0.220, 0.220, 0.221, 0.228, 0.218]
}

{
  "formula": "H13O7",
  "method": "ωB97M-V/def2-TZVPD",
  "relative_energy_kcal_mol": 24.00,
  "energy_ha": -534.52920,
  "orbital_gap_ev": 9.68,
  "charge": -1,
  "e_homo_ev": -6.0,
  "elements": ["O", "H", "O", "H", "H", "O", "H", "H", "O", "H", "H", "O", "H", "H", "O", "H", "H", "O", "H", "H"],
  "positions_angstrom": [[1.272190, -0.228471, -0.732522], [2.067309, -0.835848, -0.678875], [2.041820, 0.523386, -3.144926], [2.471372, 1.374786, -2.903525], [1.630917, 0.166343, -2.358634], [0.389694, 1.891450, 0.922558], [1.107419, 1.497550, 0.334362], [-0.353143, 1.405182, 0.656433], [0.258505, -2.224597, 0.263602], [0.641056, -1.153005, -0.173604], [0.779764, -2.354501, 1.062537], [1.641367, 0.265523, 2.640817], [1.278609, 0.737271, 1.849780], [1.064236, 0.573307, 3.340677], [-1.789075, -1.035646, -0.394302], [-1.175112, -0.616742, -0.979962], [-1.049317, -1.601567, 0.014334], [-3.972431, 0.790413, 0.283242], [-3.969249, 0.687366, 1.235780], [-3.230423, 0.263403, -0.107065]],
  "forces_ev_per_angstrom": [[1.12, -1.28, 0.61], [-1.02, 1.37, -0.25], [1.21, 1.43, -1.63], [-0.68, -1.14, -0.02], [-0.47, -0.13, 1.40], [2.82, 0.86, -0.42], [-1.23, 0.38, 0.30], [-1.86, -1.19, -0.67], [0.74, 0.31, -0.06], [0.31, -0.63, 0.04], [-0.28, 0.13, 0.06], [0.13, -0.01, -0.36], [0.15, -0.45, 0.94], [-0.08, 0.04, 0.13], [-0.27, -0.04, 0.36], [0.19, 0.94, -1.18], [-0.86, -0.41, 0.68], [0.16, 0.06, -0.75], [0.38, -0.29, -0.07], [-0.46, 0.05, 0.89]],
  "nbo_charge": [-1.165, 0.458, -0.997, 0.452, 0.507, -0.969, 0.510, 0.481, -1.101, 0.489, 0.461, -0.982, 0.490, 0.452, -1.037, 0.461, 0.506, -0.992, 0.460, 0.516]
}

{
  "formula": "C28H45NO19",
  "method": "ωB97M-V/def2-TZVPD",
  "relative_energy_kcal_mol": 17.49,
  "energy_ha": -2578.25255,
  "smiles": "CCCOC[C@@]1([C@@H](C)CC)OC(=O)O[C@H]1CCN.O=C1OCCO1.O=C1OCCO1.O=C1OCCO1.O=C1OCCO1.O=C1OCCO1",
  "orbital_gap_ev": 9.63,
  "e_homo_ev": -9.1,
  "elements": ["C", "C", "C", "O", "C", "C", "C", "C", "C", "C", "O", "C", "O", "O", "C", "C", "C", "N", "H", "H", "H", "H", "H", "H", "H", "H", "H", "H", "H", "H", "H", "H", "H", "H", "H", "H", "H", "H", "H", "H", "H", "H", "H", "O", "C", "O", "C", "C", "O", "H", "H", "H", "H", "O", "C", "O", "C", "C", "O", "H", "H", "H", "H", "O", "C", "O", "C", "C", "O", "H", "H", "H", "H", "O", "C", "O", "C", "C", "O", "H", "H", "H", "H", "O", "C", "O", "C", "C", "O", "H", "H", "H", "H"],
  "positions_angstrom": [[-2.699560, -0.709832, 0.047333], [-2.544500, 0.418064, -1.020669], [-1.156112, 0.254158, -1.649668], [-0.656053, 1.446325, -2.219121], [0.583875, 1.186591, -2.878799], [1.736824, 2.204702, -2.580135], [2.846081, 1.439914, -1.855015], [3.580118, 0.479515, -2.817089], [3.935177, 2.296478, -1.151095], [4.200409, 1.730470, 0.246842], [2.154558, 2.552951, -3.954649], [1.285127, 3.513365, -4.345746], [1.213287, 3.995153, -5.374395], [0.480987, 3.882760, -3.269379], [1.369762, 3.612540, -2.174867], [1.002620, 4.040401, -0.769379], [-0.097775, 3.288129, -0.036214], [0.333501, 1.970775, 0.414678], [-2.565966, -0.280694, 1.041011], [-1.961841, -1.492308, -0.089138], [-3.688480, -1.156358, 0.035588], [-3.337500, 0.245599, -1.738906], [-2.605966, 1.399304, -0.556512], [-0.503659, -0.131626, -0.866629], [-1.234757, -0.513577, -2.423314], [0.914742, 0.188932, -2.599805], [0.367737, 1.138767, -3.946719], [2.387973, 0.798942, -1.109845], [4.312802, 1.012694, -3.410802], [2.871850, -0.046103, -3.452845], [4.099175, -0.265316, -2.216746], [4.868620, 2.169514, -1.693390], [3.745989, 3.365883, -1.128942], [4.373154, 0.666433, 0.129024], [3.361707, 1.876968, 0.926101], [5.057125, 2.204258, 0.715376], [2.287259, 4.164403, -2.405349], [0.741213, 5.094759, -0.817301], [1.907059, 3.986298, -0.164855], [-0.971627, 3.231248, -0.674065], [-0.358041, 3.887389, 0.845870], [-0.396982, 1.534317, 0.959296], [1.207266, 2.009958, 0.920450], [5.515046, -1.436220, 1.382385], [5.717319, -1.029892, 2.481556], [6.790644, -1.375205, 3.239893], [6.809437, -0.529275, 4.390816], [5.364252, -0.112889, 4.500629], [4.907216, -0.167121, 3.145890], [7.162269, -1.073422, 5.263785], [7.480881, 0.312576, 4.203073], [4.770610, -0.807583, 5.095025], [5.247314, 0.890443, 4.906505], [-5.884688, -0.472942, -0.245810], [-5.858408, 0.516076, -0.906789], [-5.600394, 0.545326, -2.236154], [-5.875296, 1.866739, -2.708975], [-5.728371, 2.697340, -1.456015], [-6.075848, 1.766099, -0.426894], [-5.174952, 2.150270, -3.490701], [-6.889270, 1.892174, -3.112736], [-4.702696, 3.034151, -1.294485], [-6.391658, 3.558769, -1.437342], [-3.387740, -4.036628, 4.348248], [-4.309105, -3.580889, 3.748688], [-5.447147, -4.243777, 3.429353], [-6.376481, -3.285291, 2.901780], [-5.465235, -2.184632, 2.410147], [-4.338271, -2.311563, 3.280600], [-6.976434, -3.724434, 2.108861], [-7.037119, -2.956100, 3.706323], [-5.135191, -2.336858, 1.382957], [-5.907237, -1.195771, 2.492519], [-1.617757, -2.995376, -2.369958], [-0.607353, -3.235192, -2.946928], [0.601429, -3.386583, -2.346819], [1.519988, -3.881477, -3.323623], [0.890938, -3.427762, -4.620319], [-0.500864, -3.387267, -4.292202], [2.512739, -3.466608, -3.164794], [1.571191, -4.968722, -3.239898], [1.212762, -2.426404, -4.914245], [1.073404, -4.114263, -5.443565], [2.941014, -1.281149, 4.753661], [1.797763, -1.601395, 4.643354], [1.058229, -2.230606, 5.589268], [-0.306544, -2.211621, 5.141195], [-0.167936, -2.068506, 3.649039], [1.070671, -1.367495, 3.527762], [-0.824866, -3.122847, 5.427352], [-0.810432, -1.357306, 5.597038], [-0.086014, -3.030353, 3.140419], [-0.978988, -1.500684, 3.199947]],
  "forces_ev_per_angstrom": [[-0.09, 0.75, 0.14], [0.57, -1.13, 0.37], [-0.81, -0.19, -0.08], [0.41, -0.12, -0.02], [-1.00, 0.28, 0.64], [0.01, -1.65, -0.45], [1.15, 0.66, -0.52], [-0.44, -0.03, 0.45], [0.04, -0.55, 0.35], [-0.19, 0.41, -0.27], [0.15, 0.26, 0.04], [-0.31, -1.53, 4.45], [-0.28, 1.82, -4.81], [0.48, 0.68, -0.27], [0.46, -0.59, 0.57], [-0.76, -0.42, -0.23], [0.24, 0.47, 0.75], [-0.04, -0.09, -0.77], [0.11, -0.10, 0.16], [0.06, -0.17, -0.11], [0.02, -0.02, -0.11], [0.10, 0.51, -0.33], [-0.24, 0.17, -0.04], [0.44, 0.20, -0.03], [0.04, -0.12, -0.05], [0.20, -0.07, 0.15], [0.19, 0.22, -0.15], [-0.44, 0.24, 0.22], [-0.06, 0.03, -0.29], [0.09, -0.07, -0.25], [0.15, -0.06, 0.01], [0.09, 0.19, -0.24], [-0.20, 0.07, 0.02], [0.15, -0.21, 0.37], [-0.15, -0.09, 0.00], [0.25, -0.07, 0.04], [0.05, 0.20, 0.22], [-0.09, 0.17, -0.04], [0.21, -0.03, -0.06], [-0.14, -0.29, -0.05], [-0.17, 0.30, -0.15], [0.24, -0.11, 0.19], [-0.18, 0.01, 0.30], [0.03, 0.00, -0.07], [-0.24, 0.10, 0.11], [-0.12, 0.04, -0.14], [0.18, 0.18, 0.08], [-0.03, 0.14, 0.63], [0.62, -0.21, -0.19], [0.00, -0.16, -0.12], [0.00, -0.03, -0.07], [0.36, 0.21, -0.14], [-0.10, 0.05, -0.21], [-0.17, 0.06, -0.01], [0.01, 0.06, -0.05], [-0.26, 0.04, 0.24], [0.00, 0.16, -0.29], [0.08, 0.34, -0.04], [0.04, -0.24, -0.13], [0.10, -0.19, 0.03], [0.00, -0.02, 0.05], [0.01, -0.07, -0.02], [-0.09, -0.10, 0.16], [-0.01, -0.14, 0.09], [0.11, 0.10, -0.13], [0.20, 0.22, 0.08], [-0.22, 0.02, -0.06], [-0.20, 0.18, -0.29], [-0.03, -0.14, 0.13], [0.12, -0.18, 0.04], [0.06, -0.01, 0.03], [-0.03, -0.01, 0.02], [0.15, 0.04, 0.06], [0.04, -0.06, -0.06], [-0.04, 0.00, 0.07], [-0.16, 0.05, -0.18], [0.29, -0.10, 0.00], [0.15, 0.02, -0.24], [0.08, 0.01, 0.24], [-0.09, 0.09, 0.16], [-0.05, 0.01, -0.01], [-0.01, 0.00, 0.05], [-0.20, -0.02, 0.00], [-0.72, -0.37, 0.31], [-0.04, 0.03, -0.17], [0.19, 0.23, -0.43], [-0.45, -0.19, 0.29], [-0.32, -0.13, -0.21], [0.12, 0.01, 0.17], [0.16, -0.03, 0.09], [0.05, 0.02, -0.02], [0.04, 0.00, 0.03], [0.11, 0.10, -0.04]],
  "lowdin_charge": [-0.075, -0.174, -0.248, -0.133, -0.089, -0.271, -0.273, -0.037, -0.194, -0.085, 0.076, -0.587, 0.231, 0.088, -0.230, -0.092, -0.256, 0.043, 0.067, 0.063, 0.039, 0.092, 0.099, 0.107, 0.114, 0.110, 0.146, 0.128, 0.084, 0.070, 0.087, 0.104, 0.094, 0.066, 0.059, 0.076, 0.156, 0.127, 0.112, 0.100, 0.107, 0.072, 0.060, 0.149, -0.562, 0.059, -0.121, -0.138, 0.048, 0.131, 0.129, 0.099, 0.135, 0.144, -0.569, 0.046, -0.109, -0.115, 0.065, 0.137, 0.133, 0.128, 0.133, 0.151, -0.569, 0.066, -0.107, -0.125, 0.052, 0.135, 0.132, 0.114, 0.132, 0.159, -0.567, 0.058, -0.118, -0.118, 0.062, 0.133, 0.134, 0.130, 0.132, 0.142, -0.532, 0.072, -0.111, -0.115, 0.070, 0.128, 0.135, 0.139, 0.127]
}